Record 1
Molecular formula: C27H32N2OPtS5Si
Method: DFT, ωB97M-V/def2-TZVPD

Each line ends with the Löwdin charge.
Cartesian coordinates (Å):
1 Pt 1.53 -1.32 0.11  0.4087
2 C -0.76 -3.09 3.74  -0.1582
3 C -0.11 -2.93 2.39  -0.7456
4 S 1.02 -1.58 2.33  0.5857
5 C -0.39 -3.72 1.33  -0.8481
6 C -1.37 -4.85 1.44  -0.1559
7 S 0.25 -3.47 -0.29  0.4619
8 H -0.33 -2.38 4.45  0.0408
9 H -0.60 -4.09 4.15  0.0625
10 H -1.83 -2.90 3.70  0.0707
11 H -1.61 -5.11 2.47  0.0513
12 H -0.97 -5.74 0.94  0.0547
13 H -2.30 -4.60 0.92  0.0601
14 C 3.61 1.91 -0.03  -0.1249
15 N 4.07 0.55 -0.23  -0.1112
16 C 3.65 -0.52 0.58  -0.9963
17 S 3.86 -2.11 -0.07  0.4555
18 N 3.90 -0.41 1.96  -0.1414
19 C 3.57 0.77 2.73  -0.1374
20 H 3.79 2.46 -0.95  0.0803
21 H 4.17 2.41 0.76  0.0576
22 H 2.54 1.97 0.21  0.0529
23 H 3.97 0.27 -1.20  -0.0091
24 H 3.60 -1.27 2.41  0.0293
25 H 4.33 1.54 2.63  0.0614
26 H 3.54 0.47 3.78  0.0772
27 H 2.59 1.19 2.48  0.0545
28 C -0.63 -2.13 -4.67  -0.1535
29 O 0.27 -1.73 -3.66  -0.2676
30 C 1.41 -1.11 -4.01  -1.3453
31 S 1.76 -0.75 -5.61  0.4764
32 S 2.41 -0.80 -2.69  0.5996
33 H -1.40 -2.70 -4.14  0.0880
34 H -0.13 -2.75 -5.42  0.0591
35 H -1.07 -1.27 -5.17  0.0626
36 C 0.08 4.09 2.72  -0.1256
37 C 0.02 4.26 1.35  -0.1099
38 C -0.05 3.15 0.51  -0.1166
39 C -0.04 1.84 1.00  -0.2833
40 C 0.01 1.70 2.39  -0.1405
41 C 0.07 2.80 3.24  -0.1072
42 Si -0.19 0.27 -0.14  0.5668
43 C -2.02 -0.14 0.31  -0.2566
44 C -2.53 -1.42 0.49  -0.0921
45 C -3.87 -1.63 0.82  -0.0969
46 C -4.73 -0.56 0.97  -0.1264
47 C -4.25 0.73 0.78  -0.1115
48 C -2.91 0.93 0.46  -0.1076
49 C -0.40 1.05 -1.87  -0.2897
50 C -1.54 0.80 -2.62  -0.0979
51 C -1.74 1.38 -3.87  -0.1086
52 C -0.78 2.23 -4.40  -0.1143
53 C 0.38 2.48 -3.67  -0.0972
54 C 0.55 1.90 -2.43  -0.1584
55 H 0.14 4.95 3.38  0.0830
56 H 0.01 5.25 0.92  0.0878
57 H -0.12 3.32 -0.56  0.0841
58 H 0.01 0.71 2.82  0.0333
59 H 0.12 2.65 4.31  0.0918
60 H -1.88 -2.27 0.35  0.0234
61 H -4.23 -2.64 0.95  0.0889
62 H -5.77 -0.72 1.23  0.0832
63 H -4.91 1.59 0.88  0.0869
64 H -2.56 1.94 0.32  0.0974
65 H -2.30 0.13 -2.24  0.1001
66 H -2.63 1.15 -4.44  0.0919
67 H -0.91 2.67 -5.38  0.0898
68 H 1.15 3.11 -4.09  0.0975
69 H 1.47 2.10 -1.89  0.0776

Calculated values
Gap between HOMO and LUMO (eV): 5.1732
Total energy (eV): -98849.704
ΔE to the lowest compared entry with this formula, charge and spin (kJ/mol): 131.7
Spin multiplicity: 1
Charge: -2

---

Record 2
Molecular formula: C22H44Cl22
Method: DFT, ωB97M-V/def2-TZVPD

Each line ends with the Löwdin charge.
Cartesian coordinates (Å):
1 Cl -2.27 -0.41 -3.13  0.6082
2 C -3.28 -1.54 -4.09  -0.6448
3 C -2.64 -1.98 -5.39  -0.6299
4 Cl -2.39 -0.59 -6.46  0.5791
5 H -4.25 -1.06 -4.24  0.0088
6 H -3.49 -2.40 -3.46  0.0587
7 H -3.29 -2.63 -5.96  0.0739
8 H -1.68 -2.43 -5.17  0.0604
9 Cl 1.42 -0.27 -3.17  0.5677
10 C 1.30 -0.50 -4.94  -0.6578
11 C 2.18 0.52 -5.63  -0.6388
12 Cl 2.05 0.25 -7.40  0.5420
13 H 0.25 -0.48 -5.20  0.0179
14 H 1.66 -1.52 -5.10  0.0673
15 H 3.22 0.36 -5.37  0.0694
16 H 1.81 1.51 -5.41  0.0623
17 Cl -3.51 -3.30 3.94  0.5483
18 C -2.17 -3.59 5.08  -0.6648
19 C -0.94 -4.20 4.43  -0.6282
20 Cl -0.24 -3.14 3.17  0.5693
21 H -2.47 -4.24 5.89  0.0784
22 H -1.96 -2.61 5.51  0.0583
23 H -1.19 -5.16 3.99  0.0694
24 H -0.20 -4.30 5.22  0.0730
25 Cl -1.31 4.27 -6.14  0.5359
26 C -1.47 2.81 -5.12  -0.6687
27 C -1.23 3.10 -3.66  -0.6962
28 Cl -2.36 4.31 -2.99  0.5664
29 H -0.73 2.06 -5.41  0.0500
30 H -2.43 2.38 -5.39  0.0493
31 H -0.21 3.45 -3.54  0.0692
32 H -1.34 2.19 -3.08  -0.0256
33 Cl -0.93 -3.78 -2.14  0.5982
34 C -1.39 -4.30 -0.53  -0.6760
35 C -2.85 -3.99 -0.24  -0.6276
36 Cl -3.16 -2.25 0.00  0.5894
37 H -0.80 -3.77 0.22  0.0364
38 H -1.17 -5.34 -0.33  0.0815
39 H -3.30 -4.45 0.64  0.0611
40 H -3.45 -4.31 -1.10  0.0618
41 Cl 3.43 4.97 1.02  0.5197
42 C 2.17 3.69 0.92  -0.7239
43 C 0.95 3.98 1.79  -0.6999
44 Cl 0.21 5.53 1.32  0.5471
45 H 2.60 2.72 1.19  -0.0298
46 H 1.86 3.63 -0.12  0.0172
47 H 1.16 3.96 2.85  0.0522
48 H 0.23 3.22 1.50  -0.0017
49 Cl 1.66 -0.42 1.31  0.5706
50 C -0.10 -0.16 1.16  -0.6268
51 C -0.46 0.17 -0.27  -0.6849
52 Cl 0.08 1.76 -0.82  0.6388
53 H -0.43 0.52 1.93  0.0155
54 H -0.60 -1.11 1.37  0.0082
55 H -1.56 0.19 -0.32  0.0052
56 H -0.20 -0.58 -1.01  0.0050
57 Cl 2.52 -0.69 5.67  0.6359
58 C 3.70 -1.02 4.39  -0.6470
59 C 4.54 0.18 3.99  -0.6029
60 Cl 3.53 1.52 3.35  0.5824
61 H 3.21 -1.48 3.54  0.0362
62 H 4.44 -1.74 4.76  0.0777
63 H 5.23 -0.17 3.23  0.0599
64 H 5.07 0.56 4.86  0.0714
65 Cl -1.69 0.96 7.11  0.5511
66 C -0.10 1.42 6.47  -0.6744
67 C 0.03 1.05 5.01  -0.7010
68 Cl -0.98 2.08 3.94  0.6058
69 H 0.65 0.95 7.09  0.0479
70 H 0.03 2.50 6.60  0.0732
71 H -0.28 0.02 4.83  0.0451
72 H 1.06 1.05 4.68  -0.0209
73 Cl -3.54 2.49 0.27  0.5803
74 C -4.46 1.24 -0.61  -0.6628
75 C -4.88 1.82 -1.95  -0.6896
76 Cl -5.73 0.63 -2.95  0.6026
77 H -5.38 0.99 -0.07  0.0747
78 H -3.85 0.35 -0.73  -0.0128
79 H -4.00 2.11 -2.52  0.0043
80 H -5.50 2.70 -1.81  0.0743
81 Cl 4.11 1.20 -0.76  0.5518
82 C 5.01 -0.30 -0.41  -0.6438
83 C 6.35 0.01 0.23  -0.6771
84 Cl 7.38 0.98 -0.83  0.5532
85 H 5.14 -0.83 -1.35  0.0710
86 H 4.42 -0.88 0.30  0.0448
87 H 6.89 -0.93 0.36  0.0706
88 H 6.28 0.52 1.19  0.0529

Calculated values
Gap between HOMO and LUMO (eV): 10.0581
SMILES: ClCCCl.ClCCCl.ClCCCl.ClCCCl.ClCCCl.ClCCCl.ClCCCl.ClCCCl.ClCCCl.ClCCCl.ClCCCl
Total energy (eV): -299024.137
ΔE to the lowest compared entry with this formula, charge and spin (kJ/mol): 56.8
Spin multiplicity: 1
Charge: 0

---

Record 3
Molecular formula: C3H6O3S
Method: DFT, ωB97M-V/def2-TZVPD

Each line ends with the Löwdin charge.
Cartesian coordinates (Å):
1 C -2.90 1.34 0.03  -0.4900
2 C 2.20 -0.66 0.11  -0.1653
3 C 0.87 0.11 -0.15  -0.3846
4 O -2.86 2.32 0.66  0.0823
5 O -1.94 0.39 -0.09  -0.2653
6 O -0.44 -2.17 -0.03  -0.4271
7 S -0.37 -0.93 0.75  1.1108
8 H -3.76 0.96 -0.46  0.1149
9 H 2.57 -0.73 1.06  0.0411
10 H 1.94 -1.63 -0.24  0.0358
11 H 3.00 -0.34 -0.60  0.0992
12 H 0.71 0.22 -1.34  0.1609
13 H 0.98 1.12 0.28  0.0873

Calculated values
Gap between HOMO and LUMO (alpha / beta) (eV): 7.9166 / 7.9155
Total energy (eV): -20182.779
ΔE to the lowest compared entry with this formula, charge and spin (kJ/mol): 207.1
Spin multiplicity: 1
Charge: 0

---

Record 4
Molecular formula: C32H78F9N5O11
Method: DFT, ωB97M-V/def2-TZVPD

Each line ends with the Löwdin charge.
Cartesian coordinates (Å):
1 C 0.21 -2.93 6.00  -0.0406
2 C 0.83 -3.00 7.36  -0.2992
3 C 0.17 -1.91 8.36  -0.1902
4 O 0.38 -0.74 7.67  -0.1879
5 C 0.53 0.49 8.43  -0.0381
6 N 0.70 -4.43 7.86  0.2151
7 H -0.32 -4.69 7.72  0.1936
8 H 1.24 -5.06 7.22  0.1941
9 H 0.98 -4.52 8.83  0.1704
10 H -0.83 -3.25 5.82  0.1156
11 H 0.80 -3.67 5.39  0.0964
12 H 0.42 -1.98 5.51  0.0682
13 H 1.85 -2.73 7.44  0.1440
14 H 0.71 -1.88 9.30  0.1231
15 H -0.86 -2.29 8.53  0.1371
16 H -0.46 0.95 8.53  0.1032
17 H 1.23 1.14 7.86  0.1042
18 H 0.99 0.43 9.39  0.0775
19 C -4.05 6.55 -3.09  0.0016
20 C -3.99 5.02 -3.10  -0.3063
21 C -5.32 4.27 -3.32  -0.1350
22 O -4.95 2.86 -3.19  -0.2307
23 C -6.03 1.94 -3.03  -0.0588
24 N -3.06 4.39 -4.11  0.2155
25 H -3.50 3.42 -4.27  0.1825
26 H -3.00 4.87 -5.02  0.1807
27 H -2.11 4.12 -3.85  0.1202
28 H -3.07 6.96 -3.01  0.0761
29 H -4.52 6.86 -2.16  0.1028
30 H -4.59 6.81 -3.99  0.0910
31 H -3.65 4.61 -2.15  0.1381
32 H -5.68 4.55 -4.29  0.1335
33 H -5.96 4.61 -2.55  0.1313
34 H -6.46 2.09 -2.00  0.1176
35 H -5.52 0.98 -3.01  0.0796
36 H -6.74 1.94 -3.84  0.0942
37 C 1.03 -4.31 2.10  -0.0562
38 C 1.27 -4.55 0.61  -0.3930
39 C 0.52 -5.81 0.12  -0.2155
40 O 0.75 -5.98 -1.23  -0.1634
41 C -0.31 -6.52 -1.96  -0.0965
42 N 0.99 -3.38 -0.24  0.0657
43 H 1.66 -2.66 -0.02  0.0718
44 H 1.21 -3.70 -1.18  0.0865
45 H -0.54 -2.48 -0.12  0.0727
46 H -0.03 -4.29 2.31  0.0718
47 H 1.41 -3.34 2.44  0.0654
48 H 1.54 -5.13 2.62  0.0845
49 H 2.31 -4.83 0.38  0.1433
50 H -0.49 -5.77 0.41  0.1061
51 H 1.03 -6.58 0.70  0.1265
52 H -1.21 -5.95 -1.84  0.0504
53 H -0.51 -7.58 -1.74  0.0977
54 H 0.00 -6.46 -3.04  0.1117
55 C 4.30 0.84 -3.47  -0.0453
56 C 3.25 -0.23 -3.58  -0.4741
57 C 2.24 0.00 -4.66  -0.1640
58 O 1.46 -1.18 -4.91  -0.1979
59 C 0.43 -1.57 -4.02  -0.0894
60 N 3.87 -1.52 -3.62  0.0463
61 H 4.74 -1.51 -4.23  0.1403
62 H 3.99 -2.14 -1.96  0.0857
63 H 3.18 -2.06 -4.18  0.1005
64 H 5.07 0.68 -2.69  0.0802
65 H 3.82 1.71 -3.01  0.0563
66 H 4.81 1.09 -4.42  0.0995
67 H 2.72 -0.19 -2.63  0.1223
68 H 2.71 0.12 -5.62  0.1355
69 H 1.63 0.86 -4.44  0.1024
70 H -0.12 -2.39 -4.41  0.0732
71 H -0.19 -0.69 -3.73  0.0981
72 H 0.85 -1.96 -3.08  0.0703
73 C -2.46 2.16 -0.12  -0.0469
74 C -1.14 2.05 0.69  -0.3553
75 C -1.33 0.97 1.77  -0.2205
76 O -0.11 0.77 2.45  -0.1828
77 C -0.33 -0.13 3.57  -0.0791
78 N 0.00 1.68 -0.20  0.0670
79 H 0.81 1.70 0.38  0.0554
80 H 0.03 0.73 -0.56  0.0889
81 H 1.34 2.42 -1.50  0.0449
82 H -2.50 1.27 -0.73  0.0687
83 H -2.31 2.92 -0.89  0.0444
84 H -3.35 2.39 0.47  0.0815
85 H -0.88 3.00 1.14  0.1292
86 H -1.71 0.03 1.32  0.1074
87 H -2.06 1.40 2.49  0.1381
88 H -1.22 -0.73 3.43  0.0870
89 H -0.55 0.41 4.46  0.0728
90 H 0.60 -0.70 3.71  0.0788
91 C -2.45 -2.05 -0.57  -0.3612
92 O -3.25 -2.08 0.57  -0.0639
93 O -1.16 -1.67 -0.22  -0.0089
94 C -2.58 -3.40 -1.41  -0.4478
95 F -3.87 -3.33 -1.92  0.0976
96 F -1.66 -3.44 -2.45  0.1140
97 F -2.53 -4.56 -0.76  0.1514
98 C -4.67 -1.75 0.35  -0.2043
99 C -4.94 -0.42 -0.29  -0.0751
100 H -4.55 -0.31 -1.29  0.0496
101 H -6.02 -0.37 -0.32  0.0905
102 H -4.46 0.33 0.38  0.0825
103 H -5.08 -1.73 1.35  0.1277
104 H -5.02 -2.52 -0.29  0.1012
105 H -2.90 -1.41 -1.31  0.1276
106 C 1.86 3.99 -2.60  -0.3114
107 O 1.78 5.15 -1.78  -0.0284
108 O 2.06 2.74 -2.04  0.0407
109 C 0.67 3.86 -3.58  -0.4649
110 F -0.50 3.36 -3.00  0.0615
111 F 0.27 5.04 -4.05  0.1578
112 F 1.07 3.02 -4.60  0.1298
113 C 0.72 5.05 -0.85  -0.2632
114 C 0.22 6.48 -0.53  -0.0452
115 H -0.47 6.46 0.32  0.0744
116 H 1.06 7.22 -0.31  0.1078
117 H -0.32 6.88 -1.37  0.0500
118 H 1.16 4.67 0.04  0.1079
119 H -0.10 4.39 -1.04  0.0870
120 H 2.65 4.22 -3.26  0.1654
121 C 4.53 -1.53 -0.08  -0.3514
122 O 3.90 -0.28 -0.09  -0.0673
123 O 3.88 -2.35 -0.96  -0.0229
124 C 6.08 -1.65 -0.37  -0.6203
125 F 6.48 -0.98 -1.46  0.1508
126 F 6.78 -1.24 0.66  0.1675
127 F 6.40 -2.89 -0.58  0.1936
128 C 4.11 0.53 1.10  -0.2528
129 C 4.93 1.74 0.90  -0.0752
130 H 4.94 2.37 1.86  0.1148
131 H 5.93 1.58 0.57  0.0652
132 H 4.41 2.39 0.20  0.0680
133 H 4.52 -0.08 1.92  0.1157
134 H 3.12 0.89 1.50  0.1169
135 H 4.36 -1.97 0.98  0.1782

Calculated values
Gap between HOMO and LUMO (eV): 7.8063
Total energy (eV): -88861.816
ΔE to the lowest compared entry with this formula, charge and spin (kJ/mol): 0.0
Spin multiplicity: 1
Charge: +2

---

The lowest total energy belongs to which entry? C22H44Cl22

---

Among the records above, which one has the highest total energy? C3H6O3S